The following is a DFT calculation (ωB97M-V with the def2-TZVPD basis set) of a molecular structure, C28H45CoN3O9SSi.

XYZ file:
```
88
Properties=species:S:1:pos:R:3:forces:R:3:lowdin_charge:R:1
Co -1.21242 -0.90742 -0.41551 -0.1349 0.0125 0.0384 0.77
O -2.55633 0.66788 -0.04380 -0.2667 -0.1571 -0.1319 -0.60
S -2.57187 2.17437 0.15792 0.3859 -0.1694 0.3970 1.02
C -3.86306 2.80460 -0.92599 -0.0898 -0.0026 -0.1380 -0.32
C -3.27803 4.06292 -1.55271 0.0483 0.0273 0.0494 -0.23
C -1.87366 3.66046 -2.00534 -0.0170 -0.0862 0.0495 -0.21
C -1.23673 2.90980 -0.83223 -0.0158 0.0659 -0.1439 -0.29
H -4.77229 2.95134 -0.34648 -0.0032 0.0102 -0.0296 0.09
H -4.01297 2.01157 -1.66463 -0.0418 0.0784 0.0020 0.10
H -3.21822 4.86100 -0.80506 -0.0219 -0.0346 -0.0477 0.12
H -3.90208 4.42664 -2.36756 -0.0158 -0.0170 -0.0286 0.12
H -1.26984 4.51943 -2.29183 0.0260 0.0105 0.0021 0.11
H -1.94047 3.00117 -2.87430 -0.0023 0.0220 0.0313 0.12
H -0.67022 3.55841 -0.16264 -0.0374 -0.0277 -0.0282 0.09
H -0.60255 2.06724 -1.10862 0.0567 0.0153 0.0106 0.06
N -5.40830 -4.85089 -2.65526 0.0536 0.0901 -0.0232 0.13
C -4.48175 -3.92064 -2.29163 -0.0703 -0.0697 0.0098 -0.31
C -4.85134 -2.61467 -1.94594 -0.0519 0.0250 -0.0159 -0.01
C -3.87443 -1.71223 -1.59680 0.0892 -0.0189 -0.0870 -0.11
N -2.56619 -2.00720 -1.56990 -0.0511 0.0051 0.1386 -0.02
C -2.21837 -3.26188 -1.89996 0.1983 0.1059 -0.0167 -0.11
C -3.11613 -4.22833 -2.26937 -0.0360 -0.1228 -0.0609 0.00
H -6.38027 -4.67069 -2.48705 -0.0465 0.0078 0.0120 0.10
H -5.13674 -5.81378 -2.72934 0.0152 -0.0284 0.0114 0.10
H -5.89336 -2.31324 -1.93961 0.0961 -0.0323 -0.0060 0.11
H -4.13335 -0.70177 -1.31196 0.0091 0.0206 0.0436 0.09
H -1.16142 -3.48968 -1.84621 -0.0138 -0.0014 0.0426 0.12
H -2.76373 -5.22281 -2.52152 -0.0409 0.0992 0.0200 0.12
C 1.14005 1.24437 2.48369 -0.0117 -0.1314 0.1177 -0.02
C 2.12287 2.16686 1.76988 -0.2273 -0.2627 -0.1137 -0.64
C 1.84470 3.61988 2.11131 -0.0757 0.1885 0.0692 -0.03
C 3.55902 1.81633 2.14511 0.0910 -0.0202 -0.1218 -0.02
O 1.91561 2.05347 0.35623 0.2867 0.1587 -0.0588 -0.11
Si 1.76416 0.73597 -0.62506 -0.0508 0.0456 -0.0095 0.01
O 0.28099 0.16548 -0.57876 0.0725 0.2021 -0.2369 -0.31
O 2.90045 -0.32929 -0.14067 0.1548 -0.1026 0.0395 -0.10
C 3.18281 -1.69731 -0.48888 -0.1714 0.1238 -0.0483 -0.62
C 3.36266 -2.45078 0.81762 0.0215 -0.0215 0.1878 -0.02
C 4.46945 -1.70384 -1.29979 0.1231 0.0581 -0.0974 -0.03
C 2.04029 -2.30228 -1.29780 -0.0560 -0.0226 -0.0577 -0.03
O 2.02971 1.28889 -2.15615 -0.0253 -0.0727 0.0857 -0.10
C 3.02499 2.16548 -2.69573 -0.0307 -0.0231 0.2243 -0.65
C 2.41311 3.55758 -2.76831 -0.0745 0.1891 0.0525 -0.03
C 4.28935 2.19346 -1.83910 0.0275 -0.0663 0.0916 -0.02
C 3.34398 1.64631 -4.08633 0.0461 -0.1246 -0.1444 -0.03
H 1.25186 1.32511 3.56873 -0.0254 -0.0079 -0.0598 0.09
H 1.31396 0.20079 2.19576 -0.0099 0.1338 0.0528 0.09
H 0.11116 1.50691 2.21725 0.0641 -0.0226 0.0118 0.08
H 2.04174 3.81421 3.17036 -0.0356 -0.0108 -0.1081 0.09
H 0.79883 3.86994 1.90248 0.1020 -0.0158 0.0110 0.07
H 2.48581 4.27046 1.50956 -0.0547 -0.0424 0.0626 0.09
H 3.69921 1.92884 3.22376 -0.0010 -0.0029 -0.0700 0.09
H 4.25690 2.48641 1.63332 -0.0533 -0.0460 0.0490 0.09
H 3.79620 0.79094 1.85979 -0.0451 0.0459 0.0100 0.08
H 4.08210 -1.92216 1.45032 -0.0093 -0.0518 -0.0669 0.09
H 3.74357 -3.45878 0.62717 -0.0676 0.0573 0.0339 0.09
H 2.41395 -2.54199 1.35503 0.1854 0.0133 -0.1120 0.06
H 5.26099 -1.18610 -0.75042 -0.0454 -0.0560 -0.0418 0.09
H 4.31990 -1.19734 -2.25878 0.0189 -0.0146 0.0813 0.07
H 4.79381 -2.72969 -1.49967 -0.0350 0.0933 0.0178 0.09
H 1.12429 -2.31606 -0.70418 0.1898 -0.0780 -0.0829 0.05
H 2.28816 -3.33191 -1.56931 0.0077 0.0315 0.0003 0.10
H 1.86828 -1.73015 -2.21713 0.0490 -0.0448 0.0619 0.09
H 2.09562 3.86727 -1.76630 0.0434 -0.0247 -0.1244 0.08
H 1.54231 3.54991 -3.43227 0.0640 0.0048 0.0800 0.08
H 3.13672 4.28670 -3.14887 -0.0836 -0.0790 0.0238 0.09
H 4.07280 2.58606 -0.84201 0.0163 -0.0369 -0.1197 0.07
H 5.04201 2.83072 -2.30952 -0.0285 -0.0177 0.0104 0.09
H 4.70514 1.18867 -1.72837 -0.0438 0.0752 -0.0204 0.08
H 2.43713 1.62398 -4.69618 0.0614 -0.0082 0.0369 0.09
H 3.74021 0.62834 -4.02092 -0.0238 0.1029 -0.0249 0.08
H 4.08667 2.28048 -4.57917 -0.0618 -0.0427 0.0306 0.09
O 0.52185 -3.58690 2.06355 -0.1633 -0.3193 -0.1355 0.06
C -0.44996 -2.91648 1.76445 0.2349 0.7353 0.0802 -0.56
O -0.73731 -2.50856 0.57111 -0.2977 -0.0997 0.3240 -0.13
C -1.37473 -2.47673 2.89485 -0.1791 -0.1251 -0.0647 -0.10
C -2.21656 -1.36939 2.82534 0.0585 -0.0713 0.0224 0.00
C -3.04176 -1.03702 3.88893 -0.0396 0.1151 -0.0942 0.01
C -3.02625 -1.84039 5.01001 -0.2494 0.1539 0.3187 -0.14
C -2.20342 -2.94111 5.11469 0.1500 -0.1777 0.0728 0.01
C -1.36772 -3.24587 4.05224 -0.0098 -0.0591 0.1535 0.00
N -3.93163 -1.50946 6.14747 0.0706 -0.1518 -0.2957 -0.35
O -3.92249 -2.24749 7.11070 0.0890 -0.0043 -0.0014 0.07
O -4.64619 -0.53328 6.03766 0.0642 0.0594 -0.0555 0.07
H -2.22852 -0.74230 1.94819 -0.0282 0.0500 -0.1098 0.08
H -3.69343 -0.17530 3.85713 0.0253 -0.0200 -0.0167 0.12
H -2.21933 -3.53572 6.01641 0.0073 -0.0079 -0.0212 0.12
H -0.68999 -4.08775 4.10290 -0.0322 0.0214 -0.0004 0.12
```
Forces are in eV/Å.

The value obtained for the maximum force is 0.8 eV/A. The spin multiplicity is 4. The calculated total energy is -4006.0182 a.u. The HOMO energy (alpha / beta) comes out at -9.03 / -8.98 eV. As for the net charge: 0. The expectation value of S² is 3.76. The calculation puts the orbital gap (alpha / beta) at 0.3276 / 0.3253 hartree. The value obtained for the relative energy (zero: lowest compared OMol25 entry of this formula, charge and spin) is 11.0 kcal/mol.